ORCA calculation (ωB97M-V/def2-TZVPD) on a structure of composition C36H35AuN8O3S at a distorted geometry.

The calculation puts the LUMO energy at -6.97 eV. Its total charge is +2. Its energy above the lowest of the compared OMol25 structures with the same formula, charge and spin is 1.6555 eV. The HOMO energy is -12.54 eV.

Positions of all 84 atoms, in Å:
Au  -0.01667  0.85396  0.31949
N  -4.20037  3.23326  0.61979
C  -3.85327  4.50186  0.24599
C  -4.37717  5.74696  0.54909
C  -3.78227  6.83086  -0.06581
C  -2.69537  6.68466  -0.94391
C  -2.16437  5.45336  -1.24271
C  -2.74457  4.33766  -0.63261
N  -2.44467  3.01656  -0.74491
C  -3.31487  2.38046  0.00579
C  -3.43877  0.94106  0.07849
C  -4.70357  0.41846  0.13419
S  -5.09867  -1.23094  -0.03721
C  -2.32047  -1.09754  -0.14161
N  -2.30177  0.16556  0.08579
H  -4.93667  3.00776  1.26869
H  -5.21327  5.86556  1.22099
H  -4.17377  7.81776  0.11989
H  -2.28487  7.57176  -1.39811
H  -1.34157  5.33686  -1.92731
H  -5.56927  1.04926  0.26829
H  -1.21647  -2.80554  -0.57521
C  0.27593  -6.94484  -1.49371
O  0.71903  -5.67364  -1.05231
C  1.75603  -5.59374  -0.18461
C  2.48023  -6.66844  0.31149
C  3.51383  -6.45264  1.20469
C  3.82573  -5.16344  1.62029
C  3.12243  -4.07584  1.13449
C  2.08583  -4.27274  0.22889
N  1.23143  -3.28914  -0.25891
C  1.24763  -1.92744  -0.14581
N  2.46833  -1.34994  -0.16171
C  2.89553  -0.10434  0.28639
C  2.07623  0.87946  0.82229
C  2.66723  1.97016  1.43489
C  4.05133  2.11326  1.47299
C  4.86703  1.20986  0.81969
C  4.30603  0.09846  0.20909
O  4.98883  -0.83624  -0.49021
C  6.32973  -0.57644  -0.87521
N  0.13713  -1.23874  -0.09651
C  -1.10467  -1.93714  0.09539
C  -1.27507  -2.36064  1.53319
C  -2.19847  -3.25224  1.88789
C  -3.08407  -3.88434  0.93879
C  -3.54157  -3.35324  -0.20061
C  -3.45917  -1.92944  -0.67591
O  -3.45407  -1.97304  -2.06301
C  -3.46937  -0.75114  -2.78011
H  -0.55417  -6.74524  -2.16851
H  -0.07277  -7.55304  -0.65571
H  1.06023  -7.47724  -2.03631
H  2.23833  -7.67294  0.00989
H  4.07503  -7.29234  1.58099
H  4.61173  -5.01084  2.34099
H  3.36233  -3.08504  1.48979
H  0.40353  -3.70914  -0.67051
H  3.24033  -1.93914  -0.45821
H  2.05703  2.72006  1.90969
H  4.49003  2.94896  1.99629
H  5.93233  1.36576  0.80239
H  6.55563  -1.31134  -1.64571
H  7.01583  -0.70484  -0.03481
H  6.44133  0.42576  -1.29651
H  -0.61387  -1.88744  2.24119
H  -2.26347  -3.57774  2.91429
H  -3.38447  -4.89274  1.19149
H  -4.16997  -3.94434  -0.85231
H  -3.45107  -1.03784  -3.82921
H  -2.60127  -0.12494  -2.55191
H  -4.38457  -0.18504  -2.57491
C  1.61303  5.98146  -0.69231
N  0.85143  4.94266  -0.05231
C  0.16793  5.04746  1.12109
C  -0.35827  3.81576  1.37579
N  -0.00537  2.97436  0.36959
C  0.72563  3.68006  -0.47221
H  1.20833  6.95606  -0.42481
H  1.57583  5.86106  -1.77401
H  2.65843  5.93806  -0.37641
H  0.10893  5.96436  1.67099
H  -0.95377  3.48606  2.20129
H  1.15363  3.30126  -1.37811

Cartesian forces (eV/Å) of the 2 atoms listed first:
1.1 -0.8 -0.1
0.1 -0.3 0.1

ORCA calculation (ωB97M-V/def2-TZVPD) on a structure of composition C36H35BF4O8Si2 at a distorted geometry.

The calculation puts the LUMO energy at -1.01 eV. The HOMO energy is -9.58 eV.

Positions of all 86 atoms, in Å:
C  6.01676  -5.83822  -0.18840
C  6.30189  -4.65403  -1.31140
O  4.99791  -4.04249  -1.61420
C  5.15423  -2.84616  -2.48756
C  4.04048  -1.75030  -1.95283
O  2.96020  -1.46311  -2.90912
C  2.04188  -2.59911  -3.07907
Si  0.47799  -2.55155  -1.93772
O  -0.70849  -3.64896  -2.71355
Si  -1.87278  -4.24054  -1.53835
B  -1.70565  -6.13668  -1.12959
C  -1.54857  -7.34717  -2.23092
O  -1.75111  -6.53519  0.31008
C  -0.17740  -0.74858  -1.72975
F  -1.66654  -0.67731  -1.48228
F  0.01756  -0.03684  -3.04561
C  0.51137  0.09214  -0.49095
F  1.86226  -0.37377  -0.10309
F  -0.33304  -0.00379  0.75524
H  6.75793  -5.66112  0.71600
H  4.93251  -5.82064  0.25605
H  6.15644  -6.86677  -0.72867
H  7.06927  -3.86784  -0.85371
H  6.70886  -5.08915  -2.34575
H  6.24906  -2.43664  -2.53962
H  4.78023  -3.17652  -3.57104
H  3.67112  -2.05383  -0.87690
H  4.63127  -0.72345  -1.80550
H  1.63384  -2.55019  -4.19738
H  2.52460  -3.65637  -2.94400
H  0.92242  -3.05247  -0.62253
H  -3.20749  -4.09311  -2.17396
H  -1.90123  -3.47658  -0.29486
H  -0.44369  -7.78573  -2.18831
H  -2.25206  -8.23472  -1.85341
H  -1.89763  -7.08504  -3.31653
H  -1.49800  -5.69848  0.83138
H  0.50292  1.23310  -0.83225
C  -1.06848  1.05459  3.72829
C  -1.63836  1.16388  4.99648
C  -0.83267  1.43805  6.10281
C  0.54979  1.59154  5.94243
C  1.12257  1.45790  4.67824
C  0.31003  1.20024  3.56644
C  2.58536  1.56858  4.50488
O  3.08894  1.45483  3.39416
C  3.43264  1.80938  5.68988
C  4.82563  1.85885  5.54856
C  5.63358  2.09943  6.66196
C  5.05413  2.30011  7.91450
C  3.66706  2.24580  8.05917
C  2.85549  1.99016  6.94591
C  1.39184  1.89913  7.11558
O  0.88207  2.07078  8.21688
H  -1.69749  0.85004  2.86468
H  -2.71116  1.03776  5.12445
H  -1.28520  1.52716  7.08906
H  0.74850  1.10813  2.57432
H  5.28585  1.70639  4.57359
H  6.71527  2.13223  6.55090
H  5.68283  2.49473  8.78069
H  3.22209  2.39859  9.04103
C  -2.22304  1.35155  -3.75494
C  -3.36589  0.55249  -3.77477
C  -4.62976  1.13939  -3.69458
C  -4.75118  2.52973  -3.58190
C  -3.60785  3.32656  -3.53732
C  -2.34077  2.73706  -3.63575
C  -3.72252  4.78961  -3.36876
O  -2.71879  5.49066  -3.33308
C  -5.06298  5.39409  -3.23511
C  -5.18397  6.77269  -3.01680
C  -6.44839  7.35451  -2.90259
C  -7.59261  6.56522  -3.01510
C  -7.47494  5.19077  -3.22698
C  -6.20702  4.60286  -3.32739
C  -6.09255  3.14313  -3.51568
O  -7.09761  2.44804  -3.61004
H  -1.23831  0.89495  -3.82670
H  -3.27366  -0.52837  -3.85489
H  -5.51769  0.50969  -3.71591
H  -1.44409  3.35398  -3.61538
H  -4.29569  7.39655  -2.93093
H  -6.53996  8.42435  -2.72786
H  -8.57779  7.01927  -2.93341
H  -8.37263  4.58018  -3.30890

Cartesian forces (eV/Å) of the 2 atoms listed first:
0.4 0.3 -0.4
-0.3 -0.7 0.2

ORCA calculation (ωB97M-V/def2-TZVPD) on a structure of composition C36H35BeN3O2P2S.

The calculation puts the LUMO energy at 0.02 eV. The HOMO energy is -6.28 eV.

Positions of all 80 atoms, in Å:
Be  -0.20535  -0.44028  -1.76864
O  -0.70675  -1.75469  -0.85090
P  -0.90272  -1.92383  0.63486
C  -1.28100  -0.33166  1.41679
P  -0.17248  0.96441  0.77519
O  0.32268  0.65886  -0.60702
C  1.23428  0.99821  1.87448
C  1.11633  1.24254  3.24212
C  2.22976  1.13354  4.05621
C  3.45668  0.77783  3.50455
C  3.57537  0.54979  2.14215
C  2.46413  0.65606  1.31382
C  -1.10949  2.47684  0.81912
C  -1.93214  2.81753  1.89180
C  -2.61015  4.02487  1.88036
C  -2.47068  4.88443  0.79687
C  -1.66904  4.53545  -0.27987
C  -0.98125  3.33112  -0.27372
C  -2.28377  -3.01163  0.96997
C  -2.50426  -4.04817  0.06380
C  -3.55031  -4.93192  0.27207
C  -4.37159  -4.78735  1.38301
C  -4.14986  -3.76020  2.28883
C  -3.10753  -2.86833  2.08170
C  0.54386  -2.60439  1.42868
C  0.47424  -3.13686  2.71788
C  1.58714  -3.74424  3.27002
C  2.76336  -3.83454  2.53137
C  2.83103  -3.30752  1.25204
C  1.72076  -2.68982  0.68913
H  -1.18410  -0.39577  2.50216
H  -2.31249  -0.09181  1.14371
H  0.16403  1.53536  3.67141
H  2.14606  1.32513  5.11781
H  4.32238  0.67648  4.14649
H  4.53370  0.28003  1.71696
H  2.54083  0.47517  0.24364
H  -2.06087  2.14082  2.72938
H  -3.25748  4.28989  2.70569
H  -3.00103  5.82773  0.79013
H  -1.58915  5.19292  -1.13492
H  -0.38495  3.02915  -1.12468
H  -1.86682  -4.14484  -0.80652
H  -3.73099  -5.72795  -0.43757
H  -5.19359  -5.47345  1.53931
H  -4.79348  -3.64721  3.15097
H  -2.95025  -2.06279  2.78916
H  -0.44603  -3.08263  3.28869
H  1.53695  -4.15982  4.26763
H  3.62860  -4.32351  2.96035
H  3.74538  -3.37948  0.67798
H  1.77284  -2.26525  -0.31100
C  4.35897  2.56452  -1.04092
C  3.93245  1.73308  -2.21796
C  4.36930  2.01277  -3.50452
C  3.90223  1.18022  -4.50319
N  3.05832  0.18065  -4.28311
C  2.65841  -0.00113  -3.01736
S  1.51771  -1.29860  -2.70079
N  3.09638  0.72904  -1.97244
H  5.34466  3.00157  -1.19856
H  4.37004  1.95912  -0.13637
H  3.64998  3.38147  -0.88701
H  5.05028  2.82682  -3.71093
H  4.21290  1.32232  -5.53373
C  0.09269  2.07218  -3.56730
C  -1.26392  1.49328  -3.29902
C  -2.48016  1.98121  -3.71693
C  -3.46529  1.07974  -3.23257
C  -2.79843  0.09815  -2.53685
C  -3.42954  -1.07922  -1.85960
N  -1.44229  0.34144  -2.57047
H  0.01415  3.15235  -3.71227
H  0.55105  1.64771  -4.46386
H  0.78141  1.89294  -2.73964
H  -2.63335  2.86127  -4.32372
H  -4.53497  1.14030  -3.36769
H  -4.50577  -1.04201  -2.03026
H  -3.27956  -1.09127  -0.77451
H  -3.05844  -2.03414  -2.24184

Cartesian forces (eV/Å) of the 2 atoms listed first:
0.2 0.1 0.0
-0.2 -0.1 0.3

ORCA calculation (ωB97M-V/def2-TZVPD) on a structure of composition C36H35Cl2N6O6S2Ti.

The multiplicity is 2. The calculation puts the LUMO energy (alpha / beta) at 3.77 / 3.77 eV. Its total charge is -2. Its expectation value of S² is 0.765. Its energy above the lowest of the compared OMol25 structures with the same formula, charge and spin is 0.4034 eV. The HOMO energy (alpha / beta) is -0.21 / -1.61 eV.

Positions of all 88 atoms, in Å:
Ti  -1.22764  -0.32261  0.78592
O  -0.93952  1.36078  2.19264
N  -1.01536  2.53097  1.71201
N  -1.09113  2.54759  0.43632
O  -1.07749  1.47140  -0.30259
C  -1.19655  3.81062  -0.22405
C  -1.20010  3.81230  -1.61025
C  -1.29012  5.02475  -2.28044
C  -1.37491  6.21692  -1.57865
C  -1.36702  6.19421  -0.18982
C  -1.27712  4.99568  0.49863
H  -1.11833  2.87092  -2.13149
H  -1.28587  5.02745  -3.36342
H  -1.44202  7.16028  -2.10700
H  -1.42688  7.11918  0.37069
H  -1.26247  4.96877  1.57764
Cl  -3.78806  -4.35905  3.89110
C  -2.26635  -3.75320  3.23753
C  -1.12431  -4.57886  3.30345
C  0.04587  -3.95950  2.79330
C  0.02050  -2.70443  2.26201
N  -1.12100  -1.91795  2.16553
C  -2.25062  -2.49139  2.73399
H  -1.15462  -5.58128  3.70018
H  0.99318  -4.48780  2.81328
H  0.91560  -2.24594  1.86651
H  -3.14406  -1.88859  2.71689
C  -3.09896  -0.29929  0.74033
H  -3.76186  -1.16265  0.84232
H  -3.65517  0.59788  0.44492
Cl  -5.30626  -5.33162  -2.41995
C  -3.99409  -4.23306  -1.99850
C  -3.10530  -4.57453  -0.99637
C  -2.06848  -3.70869  -0.68083
C  -1.89730  -2.48088  -1.34151
C  -0.83247  -1.55012  -0.96044
C  -2.82793  -2.17687  -2.35028
C  -3.86338  -3.03371  -2.68047
H  -3.22345  -5.50619  -0.45733
H  -1.38656  -3.97428  0.12005
H  -0.60162  -0.82811  -1.74828
H  0.07946  -2.08403  -0.67230
H  -2.73728  -1.22980  -2.86984
H  -4.56837  -2.77370  -3.46026
C  -1.64397  -2.73443  6.47215
C  -0.89731  -1.43536  6.40440
C  -1.22898  -0.46931  5.45462
C  -0.53777  0.72776  5.38137
C  0.51209  0.95724  6.26194
C  0.87196  0.00621  7.20428
C  0.15924  -1.17897  7.27554
S  1.46021  2.44473  6.13998
O  2.32777  2.50503  7.28945
O  0.54240  3.51077  5.85580
N  2.44144  2.28324  4.85712
C  1.91590  2.18162  3.48291
C  1.84287  0.76233  2.94406
C  1.71459  0.75326  1.41820
O  2.25468  1.65597  0.77456
O  1.11855  -0.26106  0.90041
H  -2.68152  -2.61964  6.15902
H  -1.62658  -3.14424  7.48382
H  -1.19756  -3.46778  5.79367
H  -2.02898  -0.66992  4.75264
H  -0.80114  1.46365  4.63073
H  1.68974  0.21307  7.88278
H  0.42389  -1.92096  8.02187
H  3.23378  1.69173  5.07057
H  2.55642  2.76776  2.82766
H  0.93587  2.65530  3.47729
H  1.03301  0.18133  3.38131
H  2.78100  0.23612  3.16643
N  2.71381  -0.83960  -1.33726
C  2.68929  -0.33820  -2.58385
N  1.70082  0.29554  -3.12998
C  2.01273  0.66513  -4.42186
C  1.16541  1.37199  -5.27536
C  1.59105  1.67921  -6.55657
C  2.85194  1.29039  -7.01084
C  3.70759  0.58408  -6.17748
C  3.28174  0.28038  -4.89348
S  4.10989  -0.57865  -3.62802
H  2.08260  -0.46113  -0.61255
H  3.61486  -1.12295  -0.99431
H  0.18824  1.66408  -4.91372
H  0.93158  2.22865  -7.21842
H  3.16699  1.53801  -8.01721
H  4.68667  0.27775  -6.52547

Cartesian forces (eV/Å) of the 2 atoms listed first:
0.0 0.2 0.3
-0.1 -0.1 -0.3

ORCA calculation (ωB97M-V/def2-TZVPD) on a structure of composition C36H35HgN9S.

The multiplicity is 2. The calculation puts the LUMO energy (alpha / beta) at -1.82 / -1.95 eV. Its total charge is +1. Its expectation value of S² is 0.763. Its energy above the lowest of the compared OMol25 structures with the same formula, charge and spin is 0.3462 eV. The HOMO energy (alpha / beta) is -7.26 / -9.29 eV.

Positions of all 82 atoms, in Å:
Hg  0.27090  0.18735  0.20439
C  2.54647  2.65329  -1.09981
C  2.79427  3.17429  0.31768
C  1.54551  3.55748  1.06167
C  1.43579  4.82078  1.63894
C  0.28027  5.15811  2.32041
C  -0.74322  4.22367  2.39968
C  -0.55506  2.99609  1.79062
N  0.56485  2.66154  1.15010
N  2.38602  1.20030  -1.18169
C  3.60914  0.52370  -0.75443
C  3.62735  0.02061  0.67362
C  4.85679  -0.09798  1.31323
C  4.91731  -0.66197  2.57314
C  3.74049  -1.10124  3.16275
C  2.55844  -0.93254  2.46963
N  2.49353  -0.37143  1.25536
C  1.99804  0.81054  -2.54097
C  1.80269  -0.69022  -2.64942
C  1.97163  -1.33385  -3.86428
C  1.89051  -2.71768  -3.90188
C  1.67932  -3.41443  -2.72351
C  1.51603  -2.69335  -1.55329
N  1.54880  -1.36255  -1.52307
H  3.38874  2.95585  -1.73629
H  1.65194  3.11295  -1.50993
H  3.43499  4.05227  0.25615
H  3.33396  2.42410  0.90244
H  2.24880  5.52908  1.54816
H  0.17495  6.13646  2.77042
H  -1.66850  4.43974  2.91459
H  -1.33701  2.24498  1.80259
H  4.47890  1.17081  -0.90790
H  3.75615  -0.35805  -1.37765
H  5.75540  0.24013  0.81362
H  5.86567  -0.76992  3.08250
H  3.73729  -1.55738  4.14228
H  1.62374  -1.26593  2.89365
H  2.76391  1.11435  -3.26594
H  1.07502  1.33731  -2.79647
H  2.19025  -0.76441  -4.75839
H  2.02683  -3.24798  -4.83477
H  1.63984  -4.49417  -2.70730
H  1.37317  -3.19110  -0.60272
N  -2.73997  -1.46946  -2.73108
C  -3.47676  -2.57903  -2.28594
C  -4.69496  -2.92405  -2.86029
C  -5.39393  -4.02598  -2.39385
C  -4.89702  -4.78021  -1.33865
C  -3.69074  -4.42958  -0.75144
C  -2.97913  -3.34060  -1.23558
S  -1.42149  -2.85518  -0.58462
N  -1.52571  -1.15650  -0.72081
C  -2.07321  -0.64891  -1.81679
C  -2.00278  0.75090  -2.04832
C  -2.62573  1.39494  -3.15628
C  -2.53733  2.74526  -3.31048
C  -1.82552  3.50094  -2.35111
C  -1.24412  2.82647  -1.30688
N  -1.29970  1.50027  -1.12852
H  -3.16589  -0.99088  -3.50498
H  -5.08974  -2.33006  -3.67678
H  -6.34224  -4.28527  -2.84489
H  -5.44961  -5.63289  -0.96853
H  -3.28395  -5.00630  0.06992
H  -3.19550  0.83153  -3.88188
H  -3.01862  3.23652  -4.14551
H  -1.75543  4.57693  -2.41633
H  -0.71697  3.37587  -0.53877
N  -2.24777  -1.82338  5.99800
C  -1.77570  -1.33121  4.82816
C  -2.35566  -1.67065  3.59926
C  -1.81894  -1.17518  2.43341
N  -0.74967  -0.36884  2.39528
C  -0.21884  -0.01514  3.57023
C  -0.68073  -0.45307  4.78749
H  -3.05731  -2.41543  6.01383
H  -1.83981  -1.55187  6.87291
H  -3.21826  -2.32299  3.55819
H  -2.26153  -1.42050  1.47947
H  0.61900  0.67050  3.52414
H  -0.19868  -0.12660  5.70012

Cartesian forces (eV/Å) of the 2 atoms listed first:
-0.3 0.1 -0.3
0.0 -0.1 0.0